1.
{
  "formula": "C6H15NO",
  "method": "wB97M-V/def2-TZVPD",
  "species": ["H", "H", "H", "H", "O", "H", "H", "H", "H", "C", "H", "H", "N", "H", "C", "H", "C", "H", "C", "H", "C", "C", "H"],
  "coordinates": [[-0.41, 0.31, -1.72], [3.22, 0.90, -1.77], [1.78, -2.58, 1.82], [-2.00, -0.99, 0.22], [3.26, 0.07, -2.25], [-2.56, -0.77, -1.45], [1.52, 1.39, -0.33], [-2.55, 1.79, -0.96], [-3.57, -0.33, -0.05], [0.71, -0.83, 1.77], [-1.96, 1.43, 0.61], [0.95, -2.25, 3.21], [0.94, -2.16, 2.21], [-0.38, 2.00, -1.57], [-0.51, 1.10, -0.97], [1.16, -1.19, -0.22], [0.59, 0.98, 0.06], [2.71, -0.56, -1.76], [0.85, -0.44, 0.52], [0.43, 1.55, 0.98], [-2.57, -0.33, -0.46], [-1.95, 1.06, -0.42], [0.34, -0.18, 2.54]],
  "lowdin_charge": [0.11, 0.02, 0.08, 0.07, -0.06, 0.07, 0.08, 0.10, 0.06, -0.22, 0.10, 0.07, 0.03, 0.10, -0.22, 0.10, -0.22, 0.02, -0.14, 0.11, -0.11, -0.26, 0.11],
  "energy_ev": -10002.29425,
  "de_lowest_kcal_mol": 33.7,
  "homo_lumo_gap_ev": 9.35,
  "charge": 0,
  "homo_ev": -8.375
}

2.
{
  "formula": "C6H15NO2",
  "method": "wB97M-V/def2-TZVPD",
  "species": ["N", "H", "H", "H", "H", "H", "C", "H", "H", "C", "C", "H", "H", "H", "O", "C", "H", "H", "C", "H", "O", "H", "C", "H"],
  "coordinates": [[-3.86, 1.41, -0.31], [2.30, -0.03, -2.66], [-0.71, -2.37, 1.88], [2.37, 0.04, -4.96], [-0.42, -1.86, 4.61], [0.50, 1.51, -2.02], [-0.02, -1.79, 3.61], [0.80, -2.53, 3.29], [-0.87, 0.23, -0.44], [-1.39, 0.77, 0.35], [0.33, 0.85, -2.86], [0.78, -0.26, 2.25], [2.04, 1.66, -3.59], [-0.24, 0.40, 3.39], [-1.13, -1.93, 2.80], [-2.84, 1.16, 0.00], [-0.31, -0.29, -2.80], [-1.37, 0.00, 1.16], [1.73, 0.55, -3.40], [-0.91, 1.73, 0.72], [1.57, -0.09, -4.60], [-0.34, 1.39, -3.55], [0.54, -0.39, 3.20], [1.45, -0.17, 3.91]],
  "lowdin_charge": [0.12, 0.11, 0.19, 0.02, 0.11, 0.05, -0.34, 0.13, 0.03, -0.06, -0.13, -0.01, 0.14, 0.09, -0.15, -0.27, 0.16, 0.04, -0.37, 0.10, -0.03, 0.07, -0.10, 0.11],
  "energy_ev": -12046.42019,
  "de_lowest_kcal_mol": 115.1,
  "homo_lumo_gap_ev": 10.63,
  "charge": 0,
  "homo_ev": -10.283
}

3.
{
  "formula": "C6H15NO3S",
  "method": "wB97M-V/def2-TZVPD",
  "species": ["H", "C", "H", "O", "H", "H", "H", "H", "C", "H", "O", "N", "C", "O", "H", "H", "S", "H", "C", "H", "H", "H", "C", "C", "H", "H"],
  "coordinates": [[-0.64, -2.05, 0.47], [-1.96, 0.72, -0.56], [-0.17, 2.21, -2.02], [0.66, -2.14, -0.97], [1.35, -2.59, -1.42], [-0.59, -2.53, 2.02], [0.52, -0.30, 2.31], [-1.88, -1.47, 1.29], [0.26, 0.24, 0.33], [1.68, 1.63, 1.54], [2.50, -0.54, -1.07], [-0.57, 0.64, -0.64], [1.22, 1.51, 0.58], [1.98, -1.77, 1.04], [-0.54, 0.74, -2.75], [-2.59, -0.16, -0.70], [1.53, -1.08, -0.13], [-2.28, 1.59, -1.26], [-0.86, -1.71, 1.45], [0.79, 2.45, 0.30], [-0.98, 0.43, 2.07], [1.02, 0.85, -1.98], [-0.01, 1.14, -1.91], [-0.25, -0.34, 1.69], [-2.20, 1.10, 0.47], [2.01, 1.43, -0.14]],
  "lowdin_charge": [0.04, -0.09, 0.09, -0.16, 0.07, 0.07, 0.06, 0.06, -0.50, 0.08, -0.31, -0.25, -0.01, -0.25, 0.08, 0.08, 0.68, 0.12, -0.07, 0.08, 0.13, 0.06, -0.04, -0.18, 0.10, 0.05],
  "energy_ev": -24930.42439,
  "de_lowest_kcal_mol": 62.2,
  "homo_lumo_gap_ev": 9.05,
  "charge": 0,
  "homo_ev": -8.353
}

4.
{
  "formula": "C6H15NOS",
  "method": "wB97M-V/def2-TZVPD",
  "species": ["H", "H", "H", "C", "S", "C", "C", "N", "H", "H", "H", "H", "H", "H", "H", "H", "H", "H", "C", "O", "H", "C", "H", "C"],
  "coordinates": [[-1.27, -2.72, -0.82], [-1.86, 1.55, -1.09], [1.85, -2.99, 0.89], [0.16, 0.85, -0.59], [0.13, -1.39, 0.86], [-0.05, 0.40, 0.78], [0.69, 2.34, -0.63], [-0.35, -2.54, -0.47], [-2.19, 0.57, 1.06], [-1.19, 0.48, 2.59], [-1.22, 1.93, 1.55], [2.26, -1.97, -0.18], [0.23, 3.08, 0.12], [0.98, 0.28, -0.99], [2.55, -1.36, 1.55], [1.87, 2.24, -0.46], [0.55, 2.88, -1.61], [-0.75, 1.19, -2.42], [-1.24, 0.85, 1.46], [-0.46, -2.10, 1.97], [0.17, -2.32, -1.35], [-1.08, 0.85, -1.48], [-1.62, -0.19, -1.54], [1.84, -1.91, 0.79]],
  "lowdin_charge": [0.03, 0.09, 0.06, -0.51, 0.83, -0.45, -0.08, -0.12, 0.06, 0.12, 0.08, 0.03, 0.08, 0.10, 0.12, 0.11, 0.07, 0.05, -0.17, -0.38, 0.05, -0.09, 0.10, -0.19],
  "energy_ev": -20833.39832,
  "de_lowest_kcal_mol": 114.4,
  "homo_lumo_gap_ev": 7.89,
  "charge": 0,
  "homo_ev": -7.363
}

5.
{
  "formula": "C6H15NOS",
  "method": "wB97M-V/def2-TZVPD",
  "species": ["H", "H", "H", "H", "H", "H", "C", "H", "N", "H", "C", "H", "H", "C", "C", "H", "C", "H", "S", "C", "O", "H", "H", "H"],
  "coordinates": [[2.64, 0.59, -0.09], [2.87, 0.03, -1.67], [-4.16, 3.11, 1.47], [1.33, -1.95, 1.53], [-2.88, 3.80, 0.54], [2.22, -2.95, -0.66], [0.92, -1.11, 0.94], [1.80, -2.33, -2.31], [0.53, -0.17, -1.33], [-3.00, 1.06, -0.51], [1.40, -1.05, -0.52], [-3.91, 0.91, 1.10], [-0.37, -0.70, -1.20], [-3.17, 1.45, 0.50], [-3.20, 2.88, 1.01], [-0.20, -1.33, 0.91], [1.41, -2.41, -1.27], [0.32, 0.72, -0.83], [-1.91, 1.86, 1.80], [2.74, -0.26, -0.62], [-0.61, 1.88, 1.10], [1.20, -0.33, 1.60], [0.43, -2.86, -1.29], [3.62, -0.83, -0.20]],
  "lowdin_charge": [0.03, 0.08, 0.08, 0.07, 0.08, 0.10, -0.06, 0.08, 0.02, 0.10, -0.68, 0.06, 0.07, -0.30, -0.35, 0.10, -0.05, 0.07, 0.93, -0.06, -0.57, 0.05, 0.06, 0.10],
  "energy_ev": -20835.31414,
  "de_lowest_kcal_mol": 70.2,
  "homo_lumo_gap_ev": 9.75,
  "charge": 0,
  "homo_ev": -9.106
}

6.
{
  "formula": "C6H15NS",
  "method": "wB97M-V/def2-TZVPD",
  "species": ["S", "C", "H", "H", "H", "H", "H", "H", "C", "H", "H", "N", "H", "H", "C", "H", "H", "H", "C", "C", "H", "C", "H"],
  "coordinates": [[-2.76, -0.14, -1.22], [0.04, -0.96, 1.39], [1.94, 1.62, -1.81], [-1.94, 0.04, 1.32], [2.80, -0.51, 0.81], [-2.61, -2.14, -0.21], [0.58, 0.06, -0.41], [-0.99, -1.80, -0.85], [2.09, 0.32, 0.95], [0.26, -0.63, 2.42], [0.43, -1.98, 1.29], [0.71, 0.04, 0.60], [3.23, 0.51, -1.50], [2.14, 0.55, 2.03], [2.53, 1.61, 0.27], [-1.88, 0.50, -2.00], [-1.96, -1.56, 1.86], [3.30, 2.09, 0.87], [2.85, 1.49, -1.22], [-1.45, -0.92, 1.14], [3.62, 2.21, -1.51], [-1.82, -1.39, -0.28], [1.66, 2.27, 0.33]],
  "lowdin_charge": [0.68, -0.26, 0.06, 0.09, 0.12, 0.05, 0.10, 0.07, -0.27, 0.12, 0.12, -0.08, 0.07, 0.11, -0.26, -0.17, 0.10, 0.10, -0.11, -0.27, 0.06, -0.55, 0.10],
  "energy_ev": -18789.94633,
  "de_lowest_kcal_mol": 14.8,
  "homo_lumo_gap_ev": 9.48,
  "charge": 0,
  "homo_ev": -8.618
}

7.
{
  "formula": "C6H15NS",
  "method": "wB97M-V/def2-TZVPD",
  "species": ["S", "C", "C", "N", "C", "H", "H", "H", "C", "H", "H", "H", "H", "H", "H", "H", "H", "H", "C", "C", "H", "H", "H"],
  "coordinates": [[3.05, -2.59, 1.37], [1.14, -0.40, -0.70], [1.23, -0.54, 0.75], [-0.74, 1.22, -0.74], [-3.21, 1.13, -0.85], [0.58, 0.11, 1.28], [-0.81, -0.98, -0.66], [-4.01, 1.77, -0.36], [2.68, -0.72, 1.46], [2.53, -0.34, 2.53], [-0.98, 1.72, -1.50], [0.59, -1.40, 0.86], [1.93, 0.31, -1.21], [3.96, -2.47, 2.35], [3.57, -0.04, 1.07], [-0.23, -0.17, -2.35], [-1.94, 1.90, 0.83], [-1.87, 0.18, 0.70], [-0.23, -0.15, -1.14], [-1.94, 1.03, 0.04], [-3.82, 0.27, -0.78], [1.35, -1.44, -1.20], [-2.85, 1.62, -1.73]],
  "lowdin_charge": [0.63, -0.31, -0.32, -0.06, -0.07, 0.09, 0.12, 0.08, -0.48, 0.07, 0.03, 0.08, 0.15, -0.17, 0.11, 0.16, 0.13, 0.09, -0.25, -0.31, 0.05, 0.14, 0.06],
  "energy_ev": -18787.85025,
  "de_lowest_kcal_mol": 63.2,
  "homo_lumo_gap_ev": 9.90,
  "charge": 0,
  "homo_ev": -8.879
}

8.
{
  "formula": "C6H15NS",
  "method": "wB97M-V/def2-TZVPD",
  "species": ["N", "C", "S", "C", "H", "C", "C", "H", "H", "H", "H", "H", "H", "C", "H", "H", "H", "H", "H", "H", "H", "C", "H"],
  "coordinates": [[-0.20, -0.26, 0.68], [2.21, -0.08, 0.01], [-1.56, 3.18, -1.90], [-0.98, 1.41, -1.53], [-1.32, -1.12, 2.81], [0.42, 1.37, -0.92], [-0.57, -1.72, 0.84], [-0.47, -2.75, 2.72], [0.10, 0.12, 1.64], [-1.47, -1.83, 0.19], [-1.09, 3.59, -3.08], [2.84, 0.22, -0.72], [0.27, -2.32, 0.42], [-1.20, -2.06, 2.22], [2.37, 0.66, 0.86], [2.34, -1.07, 0.38], [0.53, 2.07, -0.04], [-1.10, 0.81, -2.50], [-1.72, 1.10, -0.77], [0.82, -0.59, -1.36], [1.13, 1.74, -1.76], [0.77, -0.01, -0.45], [-2.14, -2.46, 2.30]],
  "lowdin_charge": [-0.06, -0.06, 0.63, -0.52, 0.08, -0.30, -0.26, 0.08, 0.14, 0.10, -0.19, 0.04, 0.11, -0.09, 0.10, 0.06, 0.12, 0.09, 0.06, 0.14, 0.14, -0.44, 0.03],
  "energy_ev": -18788.92044,
  "de_lowest_kcal_mol": 38.5,
  "homo_lumo_gap_ev": 9.69,
  "charge": 0,
  "homo_ev": -8.644
}

9.
{
  "formula": "C6H15NS",
  "method": "wB97M-V/def2-TZVPD",
  "species": ["H", "C", "H", "H", "C", "H", "H", "H", "H", "C", "S", "H", "H", "C", "H", "H", "H", "C", "N", "H", "H", "H", "C"],
  "coordinates": [[-1.43, -1.30, 2.52], [-0.60, -0.62, 2.08], [-2.60, 1.37, 1.92], [0.09, -1.32, 1.75], [-1.23, 0.16, 0.98], [1.54, 1.11, -2.88], [-1.54, -1.62, -0.24], [-3.05, -1.10, 0.60], [-2.08, 1.87, 0.29], [-1.83, 1.57, 1.25], [1.22, -0.41, -0.97], [3.33, 0.78, -0.53], [0.11, -0.18, -3.07], [1.13, 0.02, -2.79], [1.83, -0.60, -3.40], [3.19, -0.55, 0.45], [-0.01, -0.16, 2.94], [3.09, -0.29, -0.59], [0.61, 0.80, -0.19], [-2.48, -0.10, -0.74], [-0.98, 2.17, 1.60], [3.81, -0.92, -1.13], [-2.10, -0.68, 0.13]],
  "lowdin_charge": [0.10, -0.13, 0.05, 0.01, -0.51, 0.09, 0.08, 0.09, 0.03, -0.07, 0.79, 0.04, 0.02, -0.26, 0.05, 0.02, 0.10, -0.26, -0.30, 0.07, 0.07, 0.04, -0.15],
  "energy_ev": -18783.84942,
  "de_lowest_kcal_mol": 40.9,
  "multiplicity": 3,
  "homo_lumo_gap_ev": [6.20, 7.53],
  "charge": 0,
  "homo_ev": [-5.502, -8.367]
}

10.
{
  "formula": "C6H15O2",
  "method": "wB97M-V/def2-TZVPD",
  "species": ["H", "H", "C", "C", "H", "C", "H", "O", "C", "O", "C", "H", "H", "H", "H", "H", "H", "H", "H", "H", "H", "C", "H"],
  "coordinates": [[-0.29, 0.24, 2.17], [-0.59, -4.02, 1.03], [2.06, 1.64, -0.46], [-0.18, 1.21, 1.78], [-1.83, -0.51, 0.71], [-1.14, -1.09, -1.24], [-1.76, -0.80, -2.24], [0.07, -3.48, 0.62], [0.96, 0.68, -0.55], [-0.04, -1.67, -1.45], [-1.43, 0.03, -0.19], [-0.85, 2.07, -0.25], [1.20, -0.19, 0.24], [1.98, 2.57, -1.05], [-0.12, -2.72, -0.08], [-0.95, 1.74, 2.07], [2.64, 1.63, 0.57], [-2.26, 0.53, -0.60], [3.07, 1.20, -0.94], [0.77, 1.67, 2.13], [-1.86, -2.02, -1.08], [-0.33, 1.13, 0.20], [0.89, 0.15, -1.41]],
  "lowdin_charge": [0.05, -0.02, -0.18, -0.07, 0.10, -0.59, 0.08, -0.17, -0.28, -0.29, -0.16, 0.14, 0.16, 0.06, 0.03, 0.00, 0.09, 0.05, 0.09, 0.08, 0.09, -0.32, 0.05],
  "energy_ev": -10557.25261,
  "de_lowest_kcal_mol": 78.2,
  "homo_lumo_gap_ev": 6.53,
  "charge": -1,
  "homo_ev": -2.672
}

11.
{
  "formula": "C6H15O4",
  "method": "wB97M-V/def2-TZVPD",
  "species": ["H", "H", "O", "H", "H", "H", "H", "H", "C", "C", "C", "H", "H", "H", "O", "O", "C", "H", "H", "H", "H", "C", "H", "C", "O"],
  "coordinates": [[1.73, 1.74, -2.12], [1.64, 1.03, 1.83], [-1.48, 0.95, 0.57], [0.59, 2.29, 1.21], [-0.47, 0.18, 2.25], [-1.81, -2.00, -0.84], [-2.26, -1.39, -2.47], [0.06, 1.40, -1.56], [2.46, -1.90, 0.51], [-1.90, -1.10, -1.47], [0.92, 1.25, 1.04], [-0.90, -0.64, -1.57], [-2.53, -0.74, 1.04], [-3.49, 0.75, 0.71], [-2.84, -0.19, -0.92], [1.61, 1.15, -0.18], [-2.61, 0.16, 0.40], [-0.11, -0.60, 0.54], [2.36, -0.93, -0.04], [2.08, -2.68, -0.17], [3.54, -2.00, 0.72], [1.03, 1.82, -1.28], [0.88, 2.89, -1.03], [-0.25, 0.29, 1.18], [1.72, -1.76, 1.64]],
  "lowdin_charge": [0.09, 0.13, -0.13, 0.14, 0.14, 0.10, 0.09, 0.08, -0.21, -0.10, -0.21, 0.07, 0.14, 0.14, -0.14, -0.22, -0.30, 0.10, 0.10, 0.09, 0.09, -0.09, 0.10, -0.11, -0.05],
  "energy_ev": -14651.01125,
  "de_lowest_kcal_mol": 1.5,
  "multiplicity": 2,
  "homo_lumo_gap_ev": [10.77, 8.55],
  "charge": 0,
  "homo_ev": [-9.891, -9.897]
}

12.
{
  "formula": "C6H15S",
  "method": "wB97M-V/def2-TZVPD",
  "species": ["H", "C", "S", "H", "H", "H", "C", "C", "H", "H", "H", "H", "C", "H", "C", "H", "H", "H", "H", "H", "C", "H"],
  "coordinates": [[0.19, -0.42, -3.70], [0.41, 0.40, -1.63], [-0.72, 1.02, -0.33], [-0.06, 0.35, 3.94], [-1.70, -1.89, -3.28], [-0.44, -2.31, -2.09], [0.82, -0.65, 2.19], [-1.13, -1.53, -2.43], [2.70, 0.15, 1.32], [1.31, -1.55, 2.60], [2.20, 0.77, 2.93], [-1.05, 0.55, -3.09], [1.85, 0.43, 1.95], [-1.83, -1.35, -1.61], [-0.39, -0.26, -2.76], [-0.96, -1.05, 3.34], [1.09, -0.35, -1.20], [-0.96, 0.50, 2.44], [0.97, 1.25, -2.01], [0.38, -0.94, 1.23], [-0.35, -0.19, 3.04], [1.38, 1.31, 1.48]],
  "lowdin_charge": [0.09, -0.73, 0.24, 0.06, 0.05, 0.06, -0.38, -0.17, 0.06, 0.09, 0.06, 0.08, -0.17, 0.03, -0.42, 0.06, 0.04, 0.02, 0.03, 0.04, -0.16, 0.03],
  "energy_ev": -17301.27325,
  "de_lowest_kcal_mol": 4.1,
  "homo_lumo_gap_ev": 6.48,
  "charge": -1,
  "homo_ev": -2.371
}